No. 1
{
  "formula": "C6H12O",
  "method": "ωB97M-V/def2-TZVPD",
  "symbols": ["C", "C", "C", "C", "C", "C", "O", "H", "H", "H", "H", "H", "H", "H", "H", "H", "H", "H", "H"],
  "coordinates": [[2.430, -0.829, 0.181], [1.372, 0.267, 0.287], [-0.087, -0.157, 0.161], [-1.108, 0.893, 0.653], [-2.420, 0.459, -0.030], [-0.300, -0.443, -1.292], [0.028, -1.509, -1.755], [3.432, -0.417, 0.360], [2.260, -1.610, 0.930], [2.430, -1.305, -0.806], [1.427, 0.744, 1.265], [1.570, 1.035, -0.476], [-0.254, -1.111, 0.683], [-0.803, 1.922, 0.391], [-1.108, 0.825, 1.749], [-3.123, -0.011, 0.672], [-2.046, -0.380, -0.810], [-2.942, 1.279, -0.565], [-0.566, 0.433, -1.931]],
  "nbo_charge": [-0.61, -0.38, -0.32, -0.41, -0.59, 0.41, -0.54, 0.21, 0.20, 0.22, 0.21, 0.20, 0.22, 0.21, 0.22, 0.22, 0.20, 0.22, 0.12],
  "homo_lumo_gap_ev": 10.64,
  "smiles": "CCC(C=O)CC",
  "e_lumo_ev": 1.08,
  "homo_ev": -9.56,
  "relative_energy_kcal_mol": 29.0,
  "total_charge": 0,
  "energy_ev": -8463.09608
}

No. 2
{
  "formula": "C6H12O",
  "method": "ωB97M-V/def2-TZVPD",
  "symbols": ["C", "C", "C", "C", "C", "C", "O", "H", "H", "H", "H", "H", "H", "H", "H", "H", "H", "H", "H"],
  "coordinates": [[-0.077, 0.377, -1.292], [-0.431, -0.942, 2.335], [-0.777, 1.596, -0.714], [1.372, 0.669, -1.663], [0.773, -1.113, 1.785], [-1.695, -1.509, 0.490], [-1.684, -2.607, 0.166], [-0.611, 0.038, -2.176], [-0.918, -1.730, 2.889], [-0.889, 0.033, 2.388], [-0.728, 2.432, -1.410], [-0.307, 1.900, 0.219], [-1.827, 1.380, -0.524], [1.424, 1.470, -2.398], [1.934, 0.978, -0.786], [1.851, -0.213, -2.086], [1.350, -0.291, 1.393], [1.312, -2.044, 1.889], [-0.072, -0.424, -0.506]],
  "nbo_charge": [-0.40, -0.39, -0.61, -0.60, -0.39, 0.51, -0.53, 0.20, 0.21, 0.21, 0.20, 0.20, 0.21, 0.20, 0.20, 0.21, 0.20, 0.20, 0.20],
  "homo_lumo_gap_ev": 10.57,
  "e_lumo_ev": 0.91,
  "homo_ev": -9.66,
  "relative_energy_kcal_mol": 49.0,
  "total_charge": 0,
  "energy_ev": -8462.23055
}

No. 3
{
  "formula": "C6H12O",
  "method": "ωB97M-V/def2-TZVPD",
  "symbols": ["C", "C", "C", "C", "C", "C", "O", "H", "H", "H", "H", "H", "H", "H", "H", "H", "H", "H", "H"],
  "coordinates": [[1.990, -0.169, 1.052], [1.339, -0.377, -0.315], [0.235, 0.592, -0.705], [-0.821, 0.041, -1.648], [-1.174, 0.362, -0.227], [-1.463, -0.615, 0.881], [-2.066, 1.468, -0.196], [2.683, -0.994, 1.261], [1.240, -0.147, 1.849], [2.566, 0.764, 1.100], [0.938, -1.396, -0.379], [2.122, -0.343, -1.079], [0.550, 1.622, -0.872], [-0.690, -0.986, -1.966], [-1.253, 0.693, -2.408], [-2.521, -0.892, 0.916], [-1.219, -0.119, 1.827], [-0.860, -1.522, 0.802], [-1.637, 2.201, 0.283]],
  "nbo_charge": [-0.61, -0.40, -0.25, -0.43, 0.23, -0.62, -0.71, 0.21, 0.20, 0.20, 0.20, 0.21, 0.21, 0.21, 0.23, 0.22, 0.21, 0.21, 0.47],
  "homo_lumo_gap_ev": 10.84,
  "smiles": "CC[C@H]1C[C@]1(C)O",
  "e_lumo_ev": 1.02,
  "homo_ev": -9.82,
  "relative_energy_kcal_mol": 26.3,
  "total_charge": 0,
  "energy_ev": -8463.21454
}

No. 4
{
  "formula": "C6H12O",
  "method": "ωB97M-V/def2-TZVPD",
  "symbols": ["C", "C", "C", "C", "C", "C", "O", "H", "H", "H", "H", "H", "H", "H", "H", "H", "H", "H", "H"],
  "coordinates": [[-2.451, -0.711, 0.351], [-1.111, -0.931, -0.349], [-0.015, -0.006, 0.208], [1.397, -0.383, -0.269], [2.477, 0.623, 0.161], [-0.316, 1.418, -0.197], [-0.755, 2.274, 0.534], [-3.228, -1.366, -0.053], [-2.363, -0.916, 1.424], [-2.789, 0.325, 0.244], [-0.791, -1.976, -0.236], [-1.218, -0.762, -1.432], [-0.044, -0.035, 1.305], [1.399, -0.473, -1.363], [1.630, -1.382, 0.120], [3.427, 0.118, 0.361], [2.188, 1.163, 1.075], [2.657, 1.372, -0.620], [-0.093, 1.649, -1.264]],
  "nbo_charge": [-0.61, -0.38, -0.33, -0.39, -0.62, 0.45, -0.52, 0.21, 0.21, 0.21, 0.21, 0.20, 0.21, 0.20, 0.21, 0.22, 0.21, 0.21, 0.10],
  "homo_lumo_gap_ev": 10.76,
  "smiles": "CCC(C=O)CC",
  "e_lumo_ev": 1.09,
  "homo_ev": -9.67,
  "relative_energy_kcal_mol": 10.6,
  "total_charge": 0,
  "energy_ev": -8463.89476
}

No. 5
{
  "formula": "C6H12O",
  "method": "ωB97M-V/def2-TZVPD",
  "symbols": ["C", "O", "C", "C", "C", "C", "C", "H", "H", "H", "H", "H", "H", "H", "H", "H", "H", "H", "H"],
  "coordinates": [[-1.088, -1.699, 0.076], [-1.881, 1.412, 0.096], [-0.588, 1.311, 0.658], [0.356, 0.369, -0.107], [-0.344, -0.743, -0.870], [1.645, 0.944, -0.629], [1.660, 0.003, 0.545], [-1.717, -1.167, 0.803], [-0.374, -2.284, 0.665], [-1.740, -2.390, -0.467], [-0.196, 2.334, 0.624], [-0.641, 1.009, 1.718], [-2.261, 0.532, 0.030], [0.397, -1.314, -1.444], [-1.028, -0.306, -1.607], [1.834, 1.995, -0.418], [2.048, 0.602, -1.579], [1.887, 0.398, 1.533], [2.029, -1.007, 0.371]],
  "nbo_charge": [-0.61, -0.71, -0.05, -0.09, -0.40, -0.41, -0.42, 0.19, 0.21, 0.21, 0.19, 0.16, 0.46, 0.21, 0.21, 0.21, 0.21, 0.21, 0.21],
  "homo_lumo_gap_ev": 10.83,
  "smiles": "CCC1(CO)CC1",
  "e_lumo_ev": 0.98,
  "homo_ev": -9.85,
  "relative_energy_kcal_mol": 29.6,
  "total_charge": 0,
  "energy_ev": -8463.06961
}

No. 6
{
  "formula": "C6H12O",
  "method": "ωB97M-V/def2-TZVPD",
  "symbols": ["C", "C", "C", "C", "C", "C", "O", "H", "H", "H", "H", "H", "H", "H", "H", "H", "H", "H", "H"],
  "coordinates": [[-1.612, 0.549, 2.137], [-1.527, 0.652, 0.582], [-0.325, -0.020, -0.172], [0.294, 0.157, -1.713], [1.415, -0.855, -1.477], [1.930, -0.410, -0.104], [0.847, 0.207, 0.578], [-1.771, -0.463, 2.528], [-0.747, 0.968, 2.657], [-2.489, 1.129, 2.471], [-2.442, 0.176, 0.212], [-1.617, 1.714, 0.361], [-0.570, -1.105, -0.145], [-0.346, -0.128, -2.556], [0.773, 1.114, -2.008], [2.225, -0.927, -2.210], [0.942, -1.838, -1.422], [2.290, -1.252, 0.488], [2.730, 0.332, -0.209]],
  "nbo_charge": [-0.60, -0.41, 0.13, -0.42, -0.44, -0.07, -0.54, 0.20, 0.22, 0.21, 0.20, 0.20, 0.14, 0.21, 0.21, 0.22, 0.20, 0.18, 0.18],
  "homo_lumo_gap_ev": 10.51,
  "smiles": "CC[C@H]1CCCO1",
  "e_lumo_ev": 1.19,
  "homo_ev": -9.32,
  "relative_energy_kcal_mol": 31.3,
  "total_charge": 0,
  "energy_ev": -8462.99596
}